Below is 10 unconnected molecules or ions with the total composition C41H46Cl3F23NO28P2, with properties calculated with the ωB97M-V functional and the def2-TZVPD basis.

Structure (XYZ):
```
144
Properties=species:S:1:pos:R:3
F -3.77 -1.07 0.24
F -1.79 -1.84 0.59
H -6.34 -6.03 -0.49
C 2.45 3.17 6.25
O -7.37 -2.72 -3.36
C -2.43 -1.15 5.46
O -2.00 -2.32 4.93
C 3.12 -0.86 2.85
O 6.26 -1.42 -1.95
C -3.80 -1.57 3.74
O -9.61 -2.74 -3.56
H 2.43 -2.78 -1.80
H -6.87 -1.24 -5.70
H -6.44 -0.15 1.14
P 3.95 -2.01 0.21
H -1.12 9.60 -1.62
H -3.09 7.95 0.06
C 2.64 -1.23 1.43
C 4.75 8.83 1.48
H 1.32 2.36 4.57
H 0.67 1.94 6.17
O 3.46 7.30 0.39
C -1.35 6.82 -1.78
F 2.47 9.25 0.95
F -5.13 -1.82 3.56
C 1.58 2.12 5.60
C 3.52 -3.83 0.77
F 0.78 5.90 0.99
C -7.00 0.54 0.52
H 8.99 -0.69 -6.77
F -4.28 -2.39 -1.72
C 4.38 -5.93 1.87
H 5.60 -4.33 1.24
C 8.92 -0.97 -5.72
C 3.34 8.30 1.38
C -3.02 -2.65 -1.29
O -3.63 -0.78 4.90
H 4.84 -5.34 -0.09
F -2.62 0.88 -0.47
C 8.08 -2.70 -4.54
O -8.29 -2.69 -5.39
H 3.56 1.25 3.07
C -6.94 -2.32 -5.57
O -7.49 -5.51 1.15
O -6.88 1.77 -1.41
C 10.03 -1.89 -5.27
H 4.47 0.42 1.85
H -3.42 -1.04 2.87
O 7.31 -3.44 -4.04
C -2.08 -0.18 -1.13
C 2.84 -1.87 -1.38
H 8.87 -0.07 -5.11
O -9.31 -6.57 1.93
C 4.71 -4.81 0.85
O 1.60 2.84 -0.37
H 2.02 -0.32 -2.62
F -2.56 -0.11 -2.37
F 11.08 -1.20 -4.74
H 4.36 -0.65 -0.09
H 2.37 -0.24 1.07
O 3.20 2.41 7.17
N 4.93 -3.82 -2.35
F -6.44 -2.93 -6.67
O 2.34 4.27 1.17
H 4.94 9.61 0.74
C -3.05 -4.05 -0.59
H 0.43 4.21 -1.42
H 3.13 3.68 5.57
P 5.68 -2.78 -1.13
F -0.31 1.16 -1.80
C 2.49 3.03 0.62
O 2.41 0.96 5.66
H 4.93 0.17 3.55
F -7.50 -0.40 -1.62
O 3.28 2.22 0.98
O -1.87 -0.53 6.29
H 5.30 -6.51 2.01
H -5.45 -2.25 -3.97
H -0.19 3.72 0.17
H 2.95 7.85 2.29
H -3.65 -3.54 4.63
H 5.51 -4.65 -2.33
C -6.66 0.44 -0.96
C 4.10 0.33 2.87
Cl 3.48 -2.20 3.97
O 7.76 -1.78 -5.49
H -6.01 -3.88 -4.39
F -0.23 0.34 0.21
C -8.28 -5.19 -0.97
O -0.54 7.68 -1.12
Cl 1.09 -2.13 1.65
F -3.92 -4.80 -1.28
F -3.59 9.28 -1.34
C 4.75 6.82 0.44
C -3.03 -2.82 4.08
H -1.01 9.28 0.12
C -8.54 -2.72 -4.05
F -0.05 -1.09 -3.00
F -2.26 -2.78 -2.39
C -2.72 8.34 -0.88
F -3.46 -4.02 0.67
F 5.11 -2.01 1.45
C -1.29 8.86 -0.84
H 2.21 -0.43 3.29
H 4.13 -5.52 2.85
H -5.63 0.15 -1.16
O -9.10 -6.12 -0.27
Cl 2.19 -4.72 -0.05
C -0.53 0.04 -1.06
O 9.41 -2.64 -4.25
H -8.07 0.41 0.69
H 5.01 9.20 2.46
H 3.64 -6.63 1.50
F 1.72 4.10 6.93
C -6.31 -2.83 -4.30
C 0.71 3.96 -0.40
C -6.66 2.60 -0.35
H -8.77 -4.22 -0.99
C -7.00 -5.22 -0.17
H 3.24 -3.74 1.82
O 5.53 7.67 1.16
O 4.07 0.32 7.05
O -0.99 5.78 -2.24
O -6.63 1.90 0.81
C -8.69 -6.12 1.03
H 2.01 0.19 -1.00
H 5.87 -1.37 -2.83
F -8.09 -5.63 -2.24
H -2.62 -3.31 3.20
C 1.85 -0.70 -1.60
H -6.46 -4.28 -0.19
H 5.14 -3.42 -3.26
C -2.62 -1.45 -0.38
O 5.11 5.82 -0.07
H 3.61 -1.62 -2.12
O -2.62 7.29 -1.83
C 1.54 5.02 0.27
C 3.30 1.13 6.66
F 0.07 -2.28 -1.19
H 2.18 5.59 -0.40
O -6.51 3.77 -0.44
C 0.37 -1.06 -1.68
F -1.87 -4.62 -0.68
H 10.41 -2.57 -6.04
```

Calculated values
Orbital gap in eV: 4.7
Energy in eV: -220733.057
Total charge: -1
E_LUMO in eV: 1.41
HOMO in hartree: -0.1213